1.
Below is an isolated ion of composition C4H11N2O3S and charge -1 in a non-equilibrium geometry, with properties calculated with ωB97M-V with the def2-TZVPD basis set.

CARTESIAN COORDINATES (ANGSTROEM)
C  0.9798  -0.6712  1.6909
C  -1.0266  0.8003  1.3139
C  -0.8223  -1.2945  0.0008
C  -0.0281  -0.1399  0.6041
N  1.7809  0.0222  -0.9974
N  0.7375  0.6345  -0.3117
O  -1.8778  1.3029  -1.6594
O  -0.2415  -0.1984  -2.6339
O  0.1895  2.1390  -2.5766
S  -0.4753  1.0210  -1.9433
H  0.4657  -1.1313  2.5209
H  1.7243  -1.4540  1.3028
H  1.5543  0.1067  2.0867
H  -1.6239  1.1903  0.4265
H  -0.4596  1.5388  1.9715
H  -1.7085  0.1503  2.1255
H  -1.4565  -1.6619  0.7863
H  -1.3491  -0.7705  -0.9207
H  -0.2012  -2.0274  -0.3291
H  2.3291  0.8333  -1.5164
H  1.5092  -0.3902  -1.9414

Computed properties:
- total charge = -1
- structure (SMILES) = CC(C)(C)N(N)S(=O)(=O)[O-]
- E_LUMO (eV) = 3.699
- gap between HOMO and LUMO (eV) = 8.3
- HOMO (Ha) = -0.1702
- multiplicity = 1
- ΔE to the lowest compared entry with this formula, charge and spin (eV) = 1.627

Atomic partial charges in e from the Mulliken method, atoms 1 to 2:
1 C -1.815
2 C -1.255

=====

2.
Below is a 2-piece molecular cluster, C4H11N2OP overall in a non-equilibrium geometry, with properties calculated with ωB97M-V with the def2-TZVPD basis set.

CARTESIAN COORDINATES (ANGSTROEM)
C  0.4477  -0.7033  1.4483
C  -0.0812  -1.6566  0.7815
C  -0.0228  -3.0706  1.2682
C  -0.5976  -1.3925  -0.5625
N  1.2540  3.2007  -0.1755
N  -1.0184  2.8863  -1.2508
O  0.8736  1.5192  -2.0585
P  0.2353  1.9019  -0.7606
H  0.7408  -0.6067  2.4871
H  -1.0760  -3.4074  1.3712
H  0.4698  -3.7102  0.4934
H  0.5537  -3.1265  2.2035
H  -1.6614  -1.7977  -0.7038
H  0.0372  -2.0576  -1.1717
H  -0.5297  -0.2780  -1.0403
H  2.1057  2.7716  -0.3258
H  1.1789  3.4201  0.7980
H  -1.1392  3.0884  -2.2065
H  -1.7702  3.0189  -0.5953

Computed properties:
- E_LUMO (spin up / spin down) (eV) = -1.574 / -0.021
- gap between HOMO and LUMO (spin up / spin down) (eV) = 7.2 / 8.7
- HOMO (spin up / spin down) (Ha) = -0.3213 / -0.3216
- multiplicity = 1
- ΔE to the lowest compared entry with this formula, charge and spin (eV) = 3.667

Atomic partial charges in e from the Mulliken method, atoms 1 to 2:
1 C -0.827
2 C 0.983

=====

3.
Below is C4H11N2OS in the gas phase in a non-equilibrium geometry, with properties calculated with ωB97M-V with the def2-TZVPD basis set.

CARTESIAN COORDINATES (ANGSTROEM)
O  -1.8058  -0.6754  0.1230
C  -0.6703  -0.1800  -0.4924
N  0.3923  -1.1303  -0.3165
C  1.4796  -0.7306  0.5961
C  1.0664  0.1576  1.7919
S  0.4706  -0.7438  3.2405
C  -0.8792  0.3776  -1.8776
N  -0.2818  1.6440  -2.2605
H  -0.0999  -1.8740  0.1835
H  2.3001  -0.2469  0.0642
H  1.8439  -1.6304  1.0809
H  0.2389  0.7825  1.4722
H  1.8164  0.9168  2.0213
H  -0.8008  -0.8424  2.8321
H  -0.5591  -0.3821  -2.5980
H  -1.9436  0.4597  -2.0531
H  -2.5211  -0.0338  0.0356
H  0.7062  1.7301  -2.0653
H  -0.7528  2.4014  -1.7779

Computed properties:
- E_LUMO (spin up / spin down) (eV) = 0.651 / 0.211
- gap between HOMO and LUMO (spin up / spin down) (eV) = 8.0 / 9.3
- HOMO (spin up / spin down) (Ha) = -0.2695 / -0.3331
- multiplicity = 2
- ΔE to the lowest compared entry with this formula, charge and spin (eV) = 0.000

Atomic partial charges in e from the Mulliken method, atoms 1 to 2:
1 O -0.534
2 C 0.248

=====

4.
Below is an isolated ion of composition C4H11N2OS and charge +1 in a non-equilibrium geometry, with properties calculated with ωB97M-V with the def2-TZVPD basis set.

CARTESIAN COORDINATES (ANGSTROEM)
C  -1.9128  0.3623  -0.3785
C  1.8591  -1.0280  0.2581
C  -0.5915  0.1787  0.4711
C  0.9064  -0.0538  -0.5198
N  -2.2038  -0.5495  -1.2876
N  -0.4956  1.3543  1.3118
O  -2.6030  1.2782  -0.0192
S  1.6642  1.5546  -0.6936
H  2.8632  -1.0237  -0.0174
H  1.4884  -2.0504  0.1114
H  1.5059  -0.8661  1.2630
H  -0.8181  -0.6837  1.1257
H  0.5281  -0.4178  -1.5322
H  -1.5689  -1.2692  -1.5433
H  -3.1169  -0.4514  -1.8653
H  0.2802  1.9296  0.9320
H  -0.2585  1.1243  2.3393
H  -1.5192  1.7926  1.1247
H  1.1922  1.9458  -2.0443

Computed properties:
- total charge = +1
- structure (SMILES) = C[C@H](S)[C@@H]([NH3+])C(N)=O
- E_LUMO (eV) = -3.191
- gap between HOMO and LUMO (eV) = 10.5
- HOMO (Ha) = -0.5044
- multiplicity = 1
- ΔE to the lowest compared entry with this formula, charge and spin (eV) = 1.576

Atomic partial charges in e from the Mulliken method, atoms 1 to 2:
1 C 0.436
2 C -1.217

=====

5.
Below is an isolated ion of composition C4H11N2OS and charge +1 in a non-equilibrium geometry, with properties calculated with ωB97M-V with the def2-TZVPD basis set.

CARTESIAN COORDINATES (ANGSTROEM)
C  0.6635  1.0364  0.2367
C  2.9661  0.0486  -0.2485
C  2.1304  1.2251  0.2543
C  -1.1311  -0.4033  -0.5439
N  0.1281  0.0405  -0.3523
N  -1.6445  -1.5145  0.4263
O  -3.8200  -0.1484  0.0673
S  -2.6641  1.0726  -0.1606
H  0.0990  1.8989  0.6460
H  3.9269  0.3915  0.2352
H  2.4704  -0.8087  0.1308
H  3.0810  0.1749  -1.3514
H  2.3752  2.0930  -0.2134
H  2.3347  1.2023  1.2951
H  -1.3170  -0.6190  -1.5943
H  -1.3842  -2.5405  0.1307
H  -2.6841  -1.4644  0.2508
H  -1.2049  -1.3944  1.4362
H  -4.3254  -0.2906  -0.6450

Computed properties:
- total charge = +1
- structure (SMILES) = CC/C=N/[C@@H]([NH3+])SO
- E_LUMO (eV) = -3.781
- gap between HOMO and LUMO (eV) = 9.3
- HOMO (Ha) = -0.4822
- multiplicity = 1
- ΔE to the lowest compared entry with this formula, charge and spin (eV) = 4.129

Atomic partial charges in e from the Mulliken method, atoms 1 to 2:
1 C 0.036
2 C -0.967

=====

6.
Below is an isolated ion of composition C4H11N2S and charge -1 in a non-equilibrium geometry, with properties calculated with ωB97M-V with the def2-TZVPD basis set.

CARTESIAN COORDINATES (ANGSTROEM)
C  1.8953  -0.8964  0.3559
C  0.4372  -0.2901  -0.0400
C  0.0529  -0.4061  -1.4498
S  0.3293  0.8254  -2.8159
N  -0.4687  -0.7397  1.1337
C  -0.5073  0.1600  2.2590
N  -1.9334  0.5728  2.8265
H  2.2597  -0.3805  1.2656
H  2.5825  -0.7661  -0.5052
H  1.9798  -2.0175  0.5087
H  0.2745  0.8186  0.0445
H  0.4449  -1.4424  -1.7813
H  -1.0378  -0.5140  -1.4448
H  -1.3970  -0.8960  0.5960
H  0.0752  -0.3798  3.2342
H  -0.0812  1.1365  2.1080
H  -1.8668  0.7559  3.8557
H  -2.9566  0.2409  2.6993

Computed properties:
- total charge = -1
- structure (SMILES) = C[C@@H](C[S-])NCN
- E_LUMO (eV) = 3.593
- gap between HOMO and LUMO (eV) = 6.1
- HOMO (Ha) = -0.0917
- multiplicity = 1
- ΔE to the lowest compared entry with this formula, charge and spin (eV) = 3.330

Atomic partial charges in e from the Mulliken method, atoms 1 to 2:
1 C -1.186
2 C 0.555

=====

7.
Below is a 2-piece molecular cluster, C4H11N2S overall in a non-equilibrium geometry, with properties calculated with ωB97M-V with the def2-TZVPD basis set.

CARTESIAN COORDINATES (ANGSTROEM)
C  -3.5965  -0.9193  -2.0919
C  1.3152  0.8964  0.2722
C  0.8665  2.3306  0.6530
C  1.5703  -1.4413  0.8015
N  -2.4813  -1.4928  -1.7723
N  1.2681  -0.0562  1.1385
S  -1.3968  -1.1497  -0.6299
H  -3.9023  -1.1669  -3.0562
H  -3.8685  0.0013  -1.6427
H  1.6926  0.7597  -0.6744
H  0.1323  2.6331  -0.1115
H  1.6630  3.0460  0.5229
H  0.3890  2.2878  1.5605
H  1.7551  -1.6542  -0.3233
H  2.4471  -1.8941  1.3403
H  0.6993  -2.0230  1.0087
H  -2.0400  -2.2055  -2.3757
H  1.0703  0.0327  2.0718

Computed properties:
- total charge = +1
- E_LUMO (eV) = -4.278
- gap between HOMO and LUMO (eV) = 7.2
- HOMO (Ha) = -0.4228
- multiplicity = 1
- ΔE to the lowest compared entry with this formula, charge and spin (eV) = 2.657

Atomic partial charges in e from the Mulliken method, atoms 1 to 2:
1 C -0.268
2 C 0.296

=====

8.
Below is a 2-piece molecular cluster, C4H11N2S overall in a non-equilibrium geometry, with properties calculated with ωB97M-V with the def2-TZVPD basis set.

CARTESIAN COORDINATES (ANGSTROEM)
C  -1.3065  1.2924  -0.9799
C  -2.1541  0.6802  0.1278
C  -0.0525  -0.5559  -0.3978
C  0.9088  -1.6596  -0.5077
N  1.8505  0.2308  1.8695
N  -0.3431  0.3057  -1.3554
S  -0.9325  -0.3079  1.0356
H  -1.8848  1.6254  -1.8230
H  -0.8227  2.1780  -0.6175
H  -2.4955  1.5356  0.6311
H  -2.9348  0.0424  -0.1336
H  0.4529  -2.5772  -0.8541
H  1.3653  -1.8545  0.3643
H  1.6593  -1.3222  -1.1194
H  1.9094  0.3964  2.8673
H  2.7556  0.4606  1.4955
H  0.1723  0.3157  -2.2726
H  1.8525  -0.7859  1.6699

Computed properties:
- total charge = +1
- E_LUMO (eV) = -4.083
- gap between HOMO and LUMO (eV) = 9.3
- HOMO (Ha) = -0.4934
- multiplicity = 1
- ΔE to the lowest compared entry with this formula, charge and spin (eV) = 0.547

Atomic partial charges in e from the Mulliken method, atoms 1 to 2:
1 C -0.616
2 C -0.601